(one)
DFT (the ωB97M-V functional and the def2-TZVPD basis) results for an isolated molecule of CH5N3S.

Last column: Löwdin charge in e.
Geometry (Å):
H  1.387  0.249  1.487  0.02
N  0.583  -0.263  1.234  0.07
C  0.256  0.092  0.031  -0.65
N  0.846  1.058  -0.746  0.12
N  -0.893  -0.496  -0.494  -0.39
S  -1.733  -1.709  0.442  0.74
H  1.842  1.103  -0.564  0.10
H  0.687  0.823  -1.695  0.07
H  -1.452  0.060  -1.162  0.09
H  -1.524  -0.918  1.469  -0.16

Values from the calculation:
**Net charge**: 0
**Multiplicity**: 1
**HOMO**: -8.77 eV
**Kohn-Sham gap**: 9.3946 eV
**SMILES**: [H]/N=C(\N)NS

---

(two)
DFT (the ωB97M-V functional and the def2-TZVPD basis) results for a structure of composition CH5N3S.

Last column: Löwdin charge in e.
Geometry (Å):
C  -1.321  -0.344  -0.168  -0.77
N  1.641  0.515  -0.496  0.00
N  -0.378  -0.029  0.790  -0.18
N  1.041  -0.251  0.553  -0.18
S  -2.794  0.421  -0.125  0.53
H  -0.971  -1.038  -1.004  0.09
H  1.099  1.409  -0.471  0.10
H  1.360  -0.020  -1.302  0.05
H  -0.751  0.590  1.882  0.28
H  1.073  -1.252  0.341  0.11

Values from the calculation:
**Net charge**: 0
**Multiplicity**: 1
**HOMO**: -8.67 eV
**Kohn-Sham gap**: 8.9296 eV

---

The least stable of them is (two).